Model one:
{
  "formula": "C5H9NS2",
  "method": "ωB97M-V/def2-TZVPD",
  "smiles": "NC(=S)SC1CCC1",
  "homo_ha": -0.3084,
  "lumo_ev": 0.634,
  "total_charge": 0,
  "elements": ["C", "C", "C", "C", "C", "H", "H", "H", "H", "H", "H", "H", "H", "H", "N", "S", "S"],
  "coordinates": [[1.257, 1.650, 0.543], [-0.895, -0.002, -0.526], [-1.203, -0.893, 0.673], [-0.821, -2.101, -0.223], [-0.095, -1.129, -1.192], [2.613, 3.026, 1.179], [1.300, 3.713, 0.284], [-1.811, 0.200, -1.100], [-0.491, -0.735, 1.488], [-2.209, -0.861, 1.058], [-0.214, -2.891, 0.227], [-1.685, -2.557, -0.690], [-0.261, -1.282, -2.231], [0.981, -1.070, -0.974], [1.748, 2.898, 0.675], [2.044, 0.333, 1.174], [-0.258, 1.702, -0.366]]
}

Model two:
{
  "formula": "C5H9NS2",
  "method": "ωB97M-V/def2-TZVPD",
  "smiles": "CN1C[C@@]1(C=S)CS",
  "homo_ha": -0.3160,
  "lumo_ev": -0.264,
  "total_charge": 0,
  "elements": ["C", "C", "C", "C", "C", "H", "H", "H", "H", "H", "H", "H", "H", "H", "N", "S", "S"],
  "coordinates": [[1.758, -1.375, 0.279], [-0.041, -0.103, 1.526], [-0.361, 0.223, 0.055], [-0.612, 1.651, -0.280], [-1.155, -0.767, -0.652], [2.030, -1.479, -0.840], [2.753, -1.391, 0.805], [1.162, -2.238, 0.651], [-0.405, -1.148, 1.892], [-0.147, 0.816, 2.107], [0.012, 2.191, 0.520], [-1.711, 1.861, -0.052], [-1.152, 2.032, -2.610], [-0.676, -1.714, -0.397], [0.988, -0.152, 0.555], [-0.030, 2.249, -1.871], [-2.413, -0.657, -1.686]]
}

Result of the stability comparison: model one is the most stable of them.

Model one:
{
  "formula": "C2H6N4OS",
  "method": "ωB97M-V/def2-TZVPD",
  "homo_ha": -0.3227,
  "lumo_ev": 0.215,
  "total_charge": 0,
  "elements": ["C", "C", "N", "N", "N", "N", "O", "S", "H", "H", "H", "H", "H", "H"],
  "coordinates": [[0.385, -2.142, -0.367], [0.378, 2.321, -0.178], [1.028, -1.096, 0.224], [-0.065, 1.420, 0.564], [-0.355, -1.271, 0.541], [-2.596, 0.204, 0.559], [-1.192, 0.174, -1.604], [-1.359, -0.056, -0.161], [0.309, -2.062, -1.405], [0.613, -3.175, 0.050], [0.473, 2.200, -1.245], [0.767, 3.112, 0.358], [1.616, -1.231, 1.085], [0.000, 1.602, 1.579]]
}

Model two:
{
  "formula": "C2H6N4OS",
  "method": "ωB97M-V/def2-TZVPD",
  "homo_ha": -0.3226,
  "lumo_ev": -0.127,
  "total_charge": 0,
  "elements": ["C", "C", "H", "H", "H", "H", "H", "H", "N", "N", "N", "N", "O", "S"],
  "coordinates": [[0.786, 0.245, -0.648], [-0.781, 0.254, -0.362], [2.127, -1.607, 1.865], [0.725, 0.074, 1.997], [0.587, 1.762, -1.927], [2.176, 1.106, -1.716], [-0.716, -1.526, 0.792], [-3.051, 0.002, 0.209], [1.103, -1.002, 1.235], [1.676, -0.391, -0.055], [1.151, 0.970, -1.708], [-1.314, -0.678, 0.461], [-2.621, -0.633, 0.807], [-1.848, 1.424, -0.949]]
}

Model three:
{
  "formula": "C2H6N4OS",
  "method": "ωB97M-V/def2-TZVPD",
  "smiles": "[H]/N=C/NSC(=O)NN",
  "homo_ha": -0.3517,
  "lumo_ev": 0.508,
  "total_charge": 0,
  "elements": ["C", "C", "H", "H", "H", "H", "H", "H", "N", "N", "N", "N", "O", "S"],
  "coordinates": [[0.835, 0.598, -0.274], [-2.262, -0.145, 0.357], [2.772, -1.148, -0.616], [2.675, -1.049, 0.995], [2.693, 1.501, -0.080], [-1.575, -0.426, -1.536], [-1.967, -0.159, 1.413], [-3.830, 0.592, 0.883], [3.005, -0.510, 0.173], [2.171, 0.631, 0.001], [-1.438, -0.754, -0.568], [-3.410, 0.321, -0.055], [0.173, 1.593, -0.424], [0.157, -1.044, -0.269]]
}

Result of the stability comparison: model three is the most stable of them.

Model one:
{
  "formula": "C2H6N4OS",
  "method": "ωB97M-V/def2-TZVPD",
  "homo_ha": -0.2962,
  "lumo_ev": 0.405,
  "total_charge": 0,
  "elements": ["C", "C", "N", "N", "N", "N", "O", "S", "H", "H", "H", "H", "H", "H"],
  "coordinates": [[0.914, 0.534, 0.250], [-1.944, 0.151, -0.617], [-3.712, 0.056, 0.951], [-2.723, -0.079, 0.239], [2.018, 0.943, 0.946], [0.650, -0.609, -0.246], [0.237, 1.547, -0.193], [1.627, -1.954, 0.020], [-0.620, 0.972, -0.561], [-1.644, -0.329, -1.452], [-3.679, -0.005, 1.888], [2.462, 0.207, 1.551], [1.977, 1.871, 1.410], [1.465, -2.514, -1.091]]
}

Model two:
{
  "formula": "C2H6N4OS",
  "method": "ωB97M-V/def2-TZVPD",
  "smiles": "[H]/N=C\\NOC(=S)NN",
  "homo_ha": -0.3279,
  "lumo_ev": 0.638,
  "total_charge": 0,
  "elements": ["C", "C", "H", "H", "H", "H", "H", "H", "N", "N", "N", "N", "O", "S"],
  "coordinates": [[0.334, -0.431, 0.623], [-1.674, 1.266, -1.397], [1.812, -2.707, -0.125], [2.664, -1.239, 0.268], [0.769, -0.236, -1.431], [-0.005, 2.146, -0.647], [-2.183, 0.223, -1.377], [-1.443, 3.090, -2.065], [2.087, -1.694, -0.522], [0.896, -0.831, -0.569], [-0.452, 1.269, -0.773], [-2.017, 2.261, -2.139], [-0.454, 0.660, 0.545], [0.404, -1.163, 2.105]]
}

Result of the stability comparison: model two is the most stable of them.

Model one:
{
  "formula": "C6H6N2O2S",
  "method": "ωB97M-V/def2-TZVPD",
  "homo_ha": [-0.2840, -0.2840],
  "lumo_ev": [-0.954, -0.954],
  "total_charge": 0,
  "elements": ["C", "C", "C", "C", "C", "C", "N", "N", "O", "O", "S", "H", "H", "H", "H", "H", "H"],
  "coordinates": [[0.606, -1.952, 0.954], [-1.339, 1.266, 1.323], [0.908, -0.982, 0.047], [-0.865, -2.171, -0.678], [-0.456, 2.576, -0.529], [1.868, 0.062, 0.100], [-1.074, 2.007, 0.423], [-0.014, -1.144, -0.976], [-1.797, -2.573, -1.312], [-0.460, -2.671, 0.529], [1.874, 1.286, -0.987], [1.044, -2.205, 1.898], [-2.204, 1.222, 1.945], [-0.700, 2.319, -1.542], [0.107, 3.470, -0.331], [2.556, 0.058, 0.932], [-0.054, -0.568, -1.798]]
}

Model two:
{
  "formula": "C6H6N2O2S",
  "method": "ωB97M-V/def2-TZVPD",
  "homo_ha": [-0.3086, -0.3390],
  "lumo_ev": [-2.261, -1.666],
  "total_charge": 0,
  "elements": ["C", "C", "C", "C", "C", "C", "N", "N", "O", "O", "S", "H", "H", "H", "H", "H", "H"],
  "coordinates": [[-1.754, 1.051, -0.538], [-2.575, -0.017, -0.871], [-0.571, 0.478, -0.057], [0.538, 1.279, 0.402], [1.881, 1.219, 0.307], [0.047, -1.945, 0.426], [-1.985, -1.165, -0.572], [-0.791, -0.876, -0.100], [4.203, 0.158, 0.074], [1.341, -1.483, 0.531], [2.920, 0.099, -0.575], [-1.962, 2.095, -0.653], [-3.552, -0.009, -1.309], [0.164, 2.173, 0.902], [2.462, 1.971, 0.823], [-0.279, -2.211, 1.445], [-0.087, -2.817, -0.237]]
}

Result of the stability comparison: model one is the most stable of them.

Model one:
{
  "formula": "C2H3IN4",
  "method": "ωB97M-V/def2-TZVPD",
  "homo_ha": -0.3475,
  "lumo_ev": -1.898,
  "total_charge": 0,
  "elements": ["C", "C", "N", "N", "N", "N", "I", "H", "H", "H"],
  "coordinates": [[-0.995, -0.504, -0.980], [1.188, -0.374, 0.279], [-2.183, -0.737, -0.552], [-2.023, -1.204, 0.637], [-0.810, -1.222, 1.035], [-0.072, -0.670, 0.096], [2.338, -0.215, -1.436], [-0.857, 0.036, -1.884], [1.482, 2.771, 1.477], [1.932, 2.119, 1.330]]
}

Model two:
{
  "formula": "C2H3IN4",
  "method": "ωB97M-V/def2-TZVPD",
  "homo_ha": -0.3586,
  "lumo_ev": 0.173,
  "total_charge": 0,
  "elements": ["C", "C", "N", "N", "N", "N", "I", "H", "H", "H"],
  "coordinates": [[0.579, -1.147, -1.764], [-0.927, 0.826, 0.297], [0.240, -0.340, -2.495], [1.981, -0.209, 1.948], [1.066, -0.084, 1.306], [0.240, 0.034, 0.469], [-2.412, 0.394, 1.688], [0.892, -1.880, -1.118], [-1.134, 0.497, -0.687], [-0.525, 1.910, 0.356]]
}

Result of the stability comparison: model two is the most stable of them.

Model one:
{
  "formula": "C2H6NO2P",
  "method": "ωB97M-V/def2-TZVPD",
  "homo_ha": -0.2888,
  "lumo_ev": 0.318,
  "total_charge": 0,
  "elements": ["C", "C", "N", "O", "O", "P", "H", "H", "H", "H", "H", "H"],
  "coordinates": [[-0.844, 0.193, 0.690], [0.533, -0.162, 0.116], [0.951, -1.562, 0.306], [1.137, 1.824, -1.737], [-1.467, 1.035, -0.339], [0.246, 0.656, -1.701], [-1.327, -0.689, 0.767], [-0.690, 0.572, 1.646], [1.492, 0.437, 0.480], [-1.904, 1.781, 0.019], [1.709, -1.954, -0.184], [0.163, -2.131, -0.063]]
}

Model two:
{
  "formula": "C2H6NO2P",
  "method": "ωB97M-V/def2-TZVPD",
  "homo_ha": [-0.2906, -0.3173],
  "lumo_ev": [-1.847, -1.448],
  "total_charge": 0,
  "elements": ["C", "C", "N", "O", "O", "P", "H", "H", "H", "H", "H", "H"],
  "coordinates": [[1.216, -0.757, 1.108], [0.340, 0.507, -1.179], [-2.137, 0.175, -0.021], [-3.118, 0.807, 0.195], [-1.878, -1.015, 0.299], [0.554, -1.153, -0.597], [1.875, -1.463, 1.511], [1.813, 0.163, 0.920], [0.365, -0.294, 1.571], [1.074, 1.233, -0.665], [0.484, 0.883, -2.232], [-0.588, 0.914, -0.910]]
}

Result of the stability comparison: model one is the most stable of them.

Model one:
{
  "formula": "CH12O5",
  "method": "ωB97M-V/def2-TZVPD",
  "smiles": "CO.O.O.O.O",
  "homo_ha": -0.3564,
  "lumo_ev": 0.454,
  "total_charge": 0,
  "elements": ["C", "O", "H", "H", "H", "H", "H", "H", "O", "H", "H", "O", "H", "H", "O", "H", "H", "O"],
  "coordinates": [[-0.103, -2.009, -2.870], [0.275, -1.471, -1.610], [0.586, -1.572, -3.599], [0.073, -3.085, -2.827], [-1.157, -1.887, -3.124], [-0.182, -0.630, -1.441], [2.061, 2.158, 0.599], [1.297, 0.974, 0.933], [1.471, 1.853, 1.305], [-0.713, 1.705, -1.421], [-2.084, 1.092, -1.603], [-1.148, 0.904, -1.740], [1.058, -2.136, 4.187], [1.335, -1.367, 5.438], [0.803, -1.326, 4.637], [-0.492, 2.355, 1.346], [-1.893, 1.975, 1.118], [-1.188, 2.467, 0.673]]
}

Model two:
{
  "formula": "CH12O5",
  "method": "ωB97M-V/def2-TZVPD",
  "smiles": "CO.O.O.O.O",
  "homo_ha": -0.3771,
  "lumo_ev": 0.296,
  "total_charge": 0,
  "elements": ["C", "O", "H", "H", "H", "H", "H", "H", "O", "H", "H", "O", "H", "H", "O", "H", "H", "O"],
  "coordinates": [[-1.630, -1.388, -0.440], [-1.953, -0.091, -0.043], [-2.412, -1.798, -1.306], [-0.563, -1.119, -1.069], [-1.484, -2.113, 0.413], [-1.592, 0.559, -0.614], [-1.413, 0.444, 2.436], [-0.770, -0.770, 1.922], [-0.711, -0.160, 2.627], [1.897, -0.003, -0.679], [2.418, -0.019, -2.118], [1.741, -0.341, -1.554], [0.375, 3.049, -1.068], [0.454, 1.650, -1.556], [-0.187, 2.387, -1.333], [1.949, 0.670, 1.535], [1.558, -0.786, 1.467], [2.323, -0.171, 1.380]]
}

Result of the stability comparison: model one is the most stable of them.

Model one:
{
  "formula": "C2H3N5O",
  "method": "ωB97M-V/def2-TZVPD",
  "smiles": "[H]/N=c1/nnonc1N",
  "homo_ha": -0.3625,
  "lumo_ev": -0.736,
  "total_charge": 0,
  "elements": ["C", "C", "H", "H", "H", "N", "N", "N", "N", "N", "O"],
  "coordinates": [[0.262, 0.388, 0.174], [-0.686, -0.471, -0.583], [2.265, 0.613, 0.763], [1.662, -0.923, 0.147], [1.005, -0.981, -1.722], [1.732, 0.216, 0.068], [-0.132, 0.893, 1.372], [-2.342, 0.508, 0.437], [-2.064, -0.408, -0.370], [-0.132, -1.019, -1.628], [-1.569, 1.184, 1.342]]
}

Model two:
{
  "formula": "C2H3N5O",
  "method": "ωB97M-V/def2-TZVPD",
  "smiles": "[H]/N=c1/nn[nH]nc1O",
  "homo_ha": -0.3239,
  "lumo_ev": 0.083,
  "total_charge": 0,
  "elements": ["C", "C", "H", "H", "H", "N", "N", "N", "N", "N", "O"],
  "coordinates": [[0.820, -0.166, -0.045], [-0.203, 0.489, -0.927], [2.301, 0.538, -0.955], [-1.110, -1.277, 2.303], [0.966, 1.354, -2.103], [0.607, -0.904, 1.042], [-0.599, -0.947, 1.416], [-1.683, -0.198, 0.853], [-1.470, 0.458, -0.231], [-0.096, 1.283, -1.893], [2.104, -0.050, -0.215]]
}

Result of the stability comparison: model two is the most stable of them.

Model one:
{
  "formula": "C2H3ClN2O",
  "method": "ωB97M-V/def2-TZVPD",
  "homo_ha": -0.3318,
  "lumo_ev": 0.409,
  "total_charge": 0,
  "elements": ["C", "C", "N", "N", "O", "Cl", "H", "H", "H"],
  "coordinates": [[-0.314, 0.077, 1.591], [-1.013, 1.929, 0.242], [-1.040, -0.996, 1.911], [-0.165, 2.788, 0.218], [-1.805, 1.165, -0.161], [0.616, 0.725, 2.905], [-1.178, -1.360, 2.847], [-1.251, -1.580, 1.176], [0.487, 3.041, 1.045]]
}

Model two:
{
  "formula": "C2H3ClN2O",
  "method": "ωB97M-V/def2-TZVPD",
  "smiles": "C=NN=C=O.Cl",
  "homo_ha": -0.3733,
  "lumo_ev": 0.660,
  "total_charge": 0,
  "elements": ["C", "C", "N", "N", "O", "Cl", "H", "H", "H"],
  "coordinates": [[1.074, -0.096, 0.337], [-1.165, -1.701, 0.431], [0.044, -0.010, -0.275], [-1.097, -0.692, -0.321], [2.136, 0.080, 0.762], [0.910, 3.172, -0.641], [-2.085, -2.269, 0.417], [-0.365, -2.022, 1.103], [0.548, 3.538, -1.812]]
}

Result of the stability comparison: model two is the most stable of them.

Model one:
{
  "formula": "C3H8BrN2",
  "method": "ωB97M-V/def2-TZVPD",
  "homo_ha": [-0.4888, -0.4888],
  "lumo_ev": [-5.222, -5.221],
  "total_charge": 1,
  "elements": ["C", "C", "C", "N", "N", "Br", "H", "H", "H", "H", "H", "H", "H", "H"],
  "coordinates": [[-0.741, -0.161, 0.218], [1.041, 0.850, -2.097], [-0.942, -0.037, -1.128], [0.321, 0.161, 0.955], [-0.053, 0.189, -2.118], [-0.283, -1.262, 4.284], [-1.614, -0.638, 0.641], [1.680, 1.253, -2.870], [-0.080, -1.819, 5.477], [1.441, 0.899, -1.104], [-1.897, -0.147, -1.519], [0.435, 0.389, 1.911], [1.022, 0.563, 0.367], [-0.329, -0.239, -3.017]]
}

Model two:
{
  "formula": "C3H8BrN2",
  "method": "ωB97M-V/def2-TZVPD",
  "smiles": "NC[NH2+]/C=C\\Br",
  "homo_ha": -0.5105,
  "lumo_ev": -3.290,
  "total_charge": 1,
  "elements": ["C", "C", "C", "N", "N", "Br", "H", "H", "H", "H", "H", "H", "H", "H"],
  "coordinates": [[-0.532, -1.336, -0.221], [0.732, 0.729, 0.346], [-1.608, -0.905, -0.756], [-0.038, -0.561, 0.891], [-0.038, 1.482, -0.482], [-2.860, 0.110, 0.077], [0.025, -2.166, -0.589], [1.692, 0.301, -0.172], [0.960, 1.292, 1.188], [-0.874, -0.151, 1.352], [-1.924, -1.198, -1.819], [0.647, -1.127, 1.424], [-0.323, 2.308, -0.139], [-0.070, 1.301, -1.461]]
}

Result of the stability comparison: model two is the most stable of them.

Model one:
{
  "formula": "C3H4BrNO",
  "method": "ωB97M-V/def2-TZVPD",
  "smiles": "CO[C@@H](Br)C#N",
  "homo_ha": -0.3890,
  "lumo_ev": -0.158,
  "total_charge": 0,
  "elements": ["C", "C", "C", "N", "O", "Br", "H", "H", "H", "H"],
  "coordinates": [[0.337, -0.178, 1.891], [-0.477, -0.520, -1.337], [0.761, 0.512, 0.747], [-0.246, -0.731, 2.704], [0.747, -0.486, -0.710], [-0.404, 2.034, 0.373], [-0.454, -1.160, -2.224], [-0.604, 0.514, -1.694], [-1.456, -0.916, -0.700], [1.796, 0.931, 0.949]]
}

Model two:
{
  "formula": "C3H4BrNO",
  "method": "ωB97M-V/def2-TZVPD",
  "homo_ha": -0.3126,
  "lumo_ev": 0.855,
  "total_charge": 0,
  "elements": ["C", "C", "C", "N", "O", "Br", "H", "H", "H", "H"],
  "coordinates": [[-0.757, 0.857, -0.095], [0.768, -2.093, -0.518], [0.402, 1.195, -0.639], [-0.909, 0.014, 1.047], [1.673, -2.662, -0.141], [2.150, 0.713, -0.079], [-1.721, 1.156, -0.535], [-0.158, -0.484, 1.368], [0.276, 1.925, -1.547], [-1.724, -0.621, 1.138]]
}

Result of the stability comparison: model two is the most stable of them.

Model one:
{
  "formula": "C4H4N2O",
  "method": "ωB97M-V/def2-TZVPD",
  "smiles": "N#C/C(N)=C/C=O",
  "homo_ha": -0.3530,
  "lumo_ev": -0.642,
  "total_charge": 0,
  "elements": ["C", "C", "C", "C", "H", "H", "H", "H", "N", "N", "O"],
  "coordinates": [[0.012, 0.434, 0.175], [0.996, -0.152, -0.563], [1.080, -1.626, -0.637], [-0.576, 1.835, -0.207], [-1.174, 0.458, 1.784], [-0.889, -1.263, 1.217], [1.315, 0.346, -1.495], [1.735, -2.056, -1.353], [-0.848, -0.159, 0.999], [-1.340, 2.870, -0.113], [0.657, -2.427, 0.129]]
}

Model two:
{
  "formula": "C4H4N2O",
  "method": "ωB97M-V/def2-TZVPD",
  "smiles": "N=C=C/C=C\\N=O",
  "homo_ha": [-0.3226, -0.3227],
  "lumo_ev": [-0.629, -0.629],
  "total_charge": 0,
  "elements": ["N", "C", "C", "C", "C", "N", "O", "H", "H", "H", "H"],
  "coordinates": [[-0.719, 1.872, -1.880], [-0.097, 0.955, -1.360], [0.405, -0.106, -0.770], [0.751, -0.130, 0.661], [0.058, -0.756, 1.621], [-1.232, -1.364, 1.440], [-1.459, -1.802, 0.333], [-0.186, 2.613, -2.330], [0.479, -1.019, -1.347], [1.628, 0.435, 0.968], [0.371, -0.699, 2.663]]
}

Result of the stability comparison: model one is the most stable of them.